Entry 1:
The following is a quantum chemistry calculation of a 2-piece molecular cluster, C2H2INP2 overall in a non-equilibrium geometry, from the OMol25 dataset.

Properties
HOMO (spin up / spin down) (eV): -9.524 / -9.103
Total charge: 0
Relative energy (zero: lowest compared OMol25 entry of this formula, charge and spin) (eV): 3.424
F_max (hartree/bohr): 0.08737
HOMO-LUMO gap (spin up / spin down) (eV): 7.5174 / 7.5495
E (eV): -30269.850

The geometry in XYZ format:
```
8
Properties=species:S:1:pos:R:3:nbo_charge:R:1
C 1.45688 -1.79937 1.89539 0.08
C 0.29765 -1.33386 1.44493 -0.30
N 2.41497 -2.26534 2.41976 -0.23
P 0.38568 1.15830 1.82769 0.26
P -1.06698 1.57715 0.32307 0.08
I -1.48371 3.95006 0.86410 -0.09
H -0.59405 -1.61473 0.82411 0.25
H -0.20948 1.74418 -0.62140 -0.04
```



Entry 2:
The following is a quantum chemistry calculation of C2H2IrLiO2 as an isolated structure in a non-equilibrium geometry, from the OMol25 dataset.

Properties
HOMO (spin up / spin down) (eV): -19.969 / -20.171
Total charge: +2
Relative energy (zero: lowest compared OMol25 entry of this formula, charge and spin) (eV): 0.567
<S²>: 6.01
F_max (hartree/bohr): 0.08350
HOMO-LUMO gap (spin up / spin down) (eV): 9.3912 / 7.0807
E (eV): -9220.323
Multiplicity: 5

The geometry in XYZ format:
```
8
Properties=species:S:1:pos:R:3:lowdin_spin:R:1
H 0.66827 -0.97738 -1.02687 0.07
O -1.35817 0.92554 0.28882 0.11
C -0.80984 -0.17653 0.20109 0.18
C 0.68180 -0.21870 -0.07806 0.17
O 1.30865 0.95524 -0.18630 0.78
Li 0.23158 2.33411 0.24394 0.01
Ir -1.79787 -1.92761 -0.15193 2.63
H 1.07558 -0.91467 0.70932 0.05
```



Entry 3:
The following is a quantum chemistry calculation of C2H2IrO4 as an isolated structure in a non-equilibrium geometry, from the OMol25 dataset.

Properties
HOMO (spin up / spin down) (eV): -13.165 / -14.873
Total charge: +1
Relative energy (zero: lowest compared OMol25 entry of this formula, charge and spin) (eV): 0.112
<S²>: 6.01
F_max (hartree/bohr): 0.12932
HOMO-LUMO gap (spin up / spin down) (eV): 7.5739 / 5.6843
E (eV): -13120.024
Multiplicity: 5

The geometry in XYZ format:
```
9
Properties=species:S:1:pos:R:3:lowdin_spin:R:1
C -0.39626 1.71214 -1.33215 0.10
O 0.17308 0.64966 -1.57609 0.11
H -1.48588 1.73974 -1.16231 0.01
H 0.13482 2.67161 -1.44837 0.00
O 0.40892 -1.69186 2.80528 0.85
C 0.32639 -1.48437 1.58988 0.10
O 1.27769 -1.78379 0.73148 0.19
O -0.67771 -0.82039 1.03475 0.28
Ir 0.23895 -0.99274 -0.64248 2.36
```